Arrangement 1

# C9H14

A cluster of 2 separate species, C9H14 in total (ωB97M-V/def2-TZVPD, OMol25).

Last columns: bonded neighbours and bond lengths (Å).
Geometry (Å):
1 C 2.732 -1.884 -0.281  C7 1.498, H13 1.089, H14 1.089, H15 1.091
2 C -1.416 -1.301 0.591  C3 1.398, C4 1.374, H8 1.086
3 C -0.446 -0.844 1.488  C2 1.398, C5 1.376, H9 1.084
4 C -1.068 -1.883 -0.604  C2 1.374, C6 1.401, H10 1.081
5 C 0.876 -1.072 1.183  C3 1.376, C7 1.403, H11 1.086
6 C 0.289 -2.039 -0.914  C4 1.401, C7 1.377, H12 1.090
7 C 1.272 -1.672 -0.021  C1 1.498, C5 1.403, C6 1.377
8 H -2.458 -1.256 0.892  C2 1.086
9 H -0.756 -0.214 2.315  C3 1.084
10 H -1.836 -2.271 -1.257  C4 1.081
11 H 1.659 -0.680 1.825  C5 1.086
12 H 0.545 -2.473 -1.881  C6 1.090
13 H 2.918 -2.488 -1.168  C1 1.089
14 H 3.224 -2.373 0.558  C1 1.089
15 H 3.224 -0.930 -0.477  C1 1.091
16 C -1.132 2.299 0.168  C17 1.534, H18 1.090, H19 1.098, H20 1.088
17 C -1.007 3.533 -0.734  C16 1.534, H21 1.086, H22 1.089, H23 1.092
18 H -1.414 2.606 1.174  C16 1.090
19 H -1.978 1.713 -0.215  C16 1.098
20 H -0.260 1.648 0.154  C16 1.088
21 H -1.009 3.315 -1.798  C17 1.086
22 H -0.101 4.078 -0.475  C17 1.089
23 H -1.856 4.187 -0.522  C17 1.092

Values from the calculation:
Frontier orbital gap in eV: 10.04
Structure (SMILES): Cc1ccccc1.CC
LUMO level in eV: 1.0

Arrangement 2

# C9H14

A cluster of 2 separate species, C9H14 in total (ωB97M-V/def2-TZVPD, OMol25).

Last columns: bonded neighbours and bond lengths (Å).
Geometry (Å):
1 C -1.476 -0.886 0.376  C5 1.498, H12 1.094, H13 1.091, H15 1.082
2 C 1.287 -3.066 -1.075  C3 1.375, C4 1.399, H8 1.080
3 C 1.997 -2.156 -1.824  C2 1.375, C6 1.401, H9 1.085
4 C 0.158 -2.655 -0.359  C2 1.399, C5 1.378, H10 1.089
5 C -0.225 -1.332 -0.318  C1 1.498, C4 1.378, C7 1.400
6 C 1.648 -0.801 -1.746  C3 1.401, C7 1.372, H11 1.081
7 C 0.560 -0.404 -1.012  C5 1.400, C6 1.372, H14 1.083
8 H 1.609 -4.094 -0.997  C2 1.080
9 H 2.974 -2.430 -2.208  C3 1.085
10 H -0.493 -3.470 -0.045  C4 1.089
11 H 2.278 -0.085 -2.254  C6 1.081
12 H -1.291 -0.865 1.454  C1 1.094
13 H -2.229 -1.675 0.383  C1 1.091
14 H 0.162 0.600 -1.101  C7 1.083
15 H -1.913 0.003 -0.060  C1 1.082
16 C -1.098 2.621 1.896  C17 1.524, H18 1.090, H19 1.088, H20 1.090
17 C -0.159 3.224 0.858  C16 1.524, H21 1.095, H22 1.091, H23 1.086
18 H -1.601 1.740 1.495  C16 1.090
19 H -0.579 2.281 2.790  C16 1.088
20 H -1.851 3.370 2.144  C16 1.090
21 H -0.692 3.920 0.200  C17 1.095
22 H 0.191 2.480 0.141  C17 1.091
23 H 0.741 3.679 1.261  C17 1.086

Values from the calculation:
Frontier orbital gap in eV: 10.13
Structure (SMILES): Cc1ccccc1.CC
LUMO level in eV: 1.1

Arrangement 3

# C9H14

A cluster of 2 separate species, C9H14 in total (ωB97M-V/def2-TZVPD, OMol25).

Last columns: bonded neighbours and bond lengths (Å).
Geometry (Å):
1 C 1.761 -2.531 0.548  C2 1.556, H3 1.090, H4 1.088, H5 1.092
2 C 2.515 -1.701 -0.530  C1 1.556, H6 1.087, H7 1.087, H8 1.084
3 H 2.219 -3.511 0.690  C1 1.090
4 H 1.728 -2.075 1.536  C1 1.088
5 H 0.718 -2.670 0.260  C1 1.092
6 H 2.377 -0.647 -0.305  C2 1.087
7 H 2.016 -1.912 -1.473  C2 1.087
8 H 3.546 -2.035 -0.516  C2 1.084
9 C -1.752 -0.656 -1.127  C11 1.515, H18 1.094, H19 1.091, H23 1.089
10 C -2.177 1.111 0.666  C11 1.392, C12 1.385, H16 1.080
11 C -1.351 0.551 -0.305  C9 1.515, C10 1.392, C14 1.398
12 C -1.738 2.213 1.379  C10 1.385, C13 1.394, H17 1.083
13 C -0.516 2.803 1.059  C12 1.394, C15 1.379, H20 1.081
14 C -0.123 1.128 -0.641  C11 1.398, C15 1.395, H21 1.076
15 C 0.268 2.271 0.057  C13 1.379, C14 1.395, H22 1.083
16 H -3.185 0.723 0.706  C10 1.080
17 H -2.411 2.758 2.030  C12 1.083
18 H -1.815 -1.556 -0.508  C9 1.094
19 H -0.955 -0.893 -1.832  C9 1.091
20 H -0.218 3.698 1.587  C13 1.081
21 H 0.499 0.833 -1.468  C14 1.076
22 H 1.247 2.713 -0.076  C15 1.083
23 H -2.653 -0.617 -1.738  C9 1.089

Values from the calculation:
Frontier orbital gap in eV: 10.11
Structure (SMILES): Cc1ccccc1.CC
LUMO level in eV: 1.0

Arrangement 4

# C9H14

A cluster of 2 separate species, C9H14 in total (ωB97M-V/def2-TZVPD, OMol25).

Last columns: bonded neighbours and bond lengths (Å).
Geometry (Å):
1 C -2.158 -1.110 -1.785  C5 1.507, H12 1.092, H13 1.089, H15 1.089
2 C 1.301 0.101 -0.771  C3 1.401, C4 1.374, H8 1.079
3 C 0.144 -0.685 -0.862  C2 1.401, C5 1.388, H9 1.082
4 C 1.346 1.290 -1.457  C2 1.374, C6 1.398, H10 1.086
5 C -0.946 -0.235 -1.594  C1 1.507, C3 1.388, C7 1.405
6 C 0.305 1.736 -2.277  C4 1.398, C7 1.387, H11 1.078
7 C -0.842 0.958 -2.328  C5 1.405, C6 1.387, H14 1.084
8 H 2.143 -0.233 -0.184  C2 1.079
9 H 0.076 -1.669 -0.417  C3 1.082
10 H 2.276 1.852 -1.444  C4 1.086
11 H 0.396 2.662 -2.822  C6 1.078
12 H -2.387 -1.265 -2.841  C1 1.092
13 H -3.075 -0.659 -1.409  C1 1.089
14 H -1.650 1.253 -2.987  C7 1.084
15 H -1.896 -2.075 -1.352  C1 1.089
16 C 0.262 -0.872 2.709  C17 1.565, H18 1.099, H19 1.092, H20 1.079
17 C 0.840 0.432 3.355  C16 1.565, H21 1.089, H22 1.091, H23 1.088
18 H 1.076 -1.257 2.078  C16 1.099
19 H 0.420 -1.568 3.535  C16 1.092
20 H -0.653 -0.856 2.138  C16 1.079
21 H 1.927 0.401 3.310  C17 1.089
22 H 0.585 0.396 4.415  C17 1.091
23 H 0.510 1.403 2.991  C17 1.088

Values from the calculation:
Frontier orbital gap in eV: 10.03
Structure (SMILES): Cc1ccccc1.CC
LUMO level in eV: 1.0

The structure with the greatest stability is arrangement 1.

Arrangement 1

# C2H6N2O2

A cluster of 2 separate species, C2H6N2O2 in total (ωB97M-V/def2-TZVPD, OMol25).

Last columns: bonded neighbours and bond lengths (Å).
Geometry (Å):
1 C -0.567 1.002 0.480  N2 1.353, O3 1.227, H4 1.095
2 N -1.173 2.133 0.051  C1 1.353, H5 1.085, H6 1.020
3 O -0.903 0.387 1.488  C1 1.227
4 H 0.361 0.742 -0.041  C1 1.095
5 H -2.086 2.407 0.571  N2 1.085
6 H -0.995 2.555 -0.861  N2 1.020
7 C 0.938 -1.461 -0.923  N8 1.357, O9 1.240, H10 1.112
8 N 0.846 -1.572 0.426  C7 1.357, H11 1.074, H12 1.022
9 O 0.322 -0.730 -1.713  C7 1.240
10 H 1.645 -2.222 -1.319  C7 1.112
11 H 1.548 -2.165 0.981  N8 1.074
12 H 0.064 -1.077 0.861  N8 1.022

Values from the calculation:
Frontier orbital gap in eV: 10.84
Structure (SMILES): NC=O.NC=O
LUMO level in eV: 0.9

Arrangement 2

# C2H6N2O2

A cluster of 2 separate species, C2H6N2O2 in total (ωB97M-V/def2-TZVPD, OMol25).

Last columns: bonded neighbours and bond lengths (Å).
Geometry (Å):
1 C -0.838 -0.378 0.419  C2 1.490, N3 1.316, H9 1.085
2 C -1.158 0.958 -0.158  C1 1.490, H10 1.090, H11 1.087, H12 1.089
3 N -0.164 -1.365 -0.132  C1 1.316, O4 1.402
4 O 0.718 -0.911 -1.123  N3 1.402, H7 0.968
5 N 1.508 0.336 0.736  O6 1.210, H8 1.120
6 O 2.531 0.649 0.173  N5 1.210
7 H 1.302 -1.667 -1.284  O4 0.968
8 H 1.420 -0.709 1.131  N5 1.120
9 H -1.579 -0.777 1.104  C1 1.085
10 H -1.466 1.617 0.653  C2 1.090
11 H -0.279 1.349 -0.666  C2 1.087
12 H -1.995 0.900 -0.853  C2 1.089

Values from the calculation:
Frontier orbital gap in eV: 9.18
Structure (SMILES): C/C=N\O.N=O
LUMO level in eV: 0.0

The structure with the greatest stability is arrangement 1.

Arrangement 1

# C2H6N2O2

An isolated molecule of C2H6N2O2 (ωB97M-V/def2-TZVPD, OMol25).

Last columns: bonded neighbours and bond lengths (Å).
Geometry (Å):
1 C 1.731 -0.633 0.061  H3 1.152, H4 1.097, H5 1.155, O11 1.442
2 C -0.303 0.467 -0.073  N9 1.268, N10 1.403, O11 1.351
3 H 1.958 -0.404 1.167  C1 1.152
4 H 2.102 0.119 -0.647  C1 1.097
5 H 2.172 -1.647 -0.274  C1 1.155
6 H -0.328 2.426 -0.019  N9 1.076
7 H -2.323 1.074 0.045  N10 1.062
8 H -1.725 -1.728 -0.274  O12 1.178
9 N 0.285 1.563 0.174  C2 1.268, H6 1.076
10 N -1.675 0.315 -0.320  C2 1.403, H7 1.062, O12 1.393
11 O 0.307 -0.736 -0.139  C1 1.442, C2 1.351
12 O -2.201 -0.816 0.300  H8 1.178, N10 1.393

Values from the calculation:
Frontier orbital gap in eV: 9.63
Structure (SMILES): [H]/N=C(\NO)OC
LUMO level in eV: 0.7

Arrangement 2

# C2H6N2O2

A cluster of 2 separate species, C2H6N2O2 in total (ωB97M-V/def2-TZVPD, OMol25).

Last columns: bonded neighbours and bond lengths (Å).
Geometry (Å):
1 C -1.257 -1.196 -0.607  N3 1.404, H7 0.999, H8 1.116, H9 1.095
2 C 1.038 1.244 0.549  N4 1.438, H10 1.067, H11 1.080, H12 1.150
3 N -0.324 -0.533 0.206  C1 1.404, N4 1.241
4 N -0.137 0.668 -0.045  C2 1.438, N3 1.241, O6 1.215
5 O 1.468 -1.439 0.738  no bonds
6 O -0.873 1.319 -0.759  N4 1.215
7 H -0.836 -2.061 -0.878  C1 0.999
8 H -1.463 -0.668 -1.569  C1 1.116
9 H -2.050 -1.408 0.118  C1 1.095
10 H 1.246 0.893 1.535  C2 1.067
11 H 1.168 2.313 0.629  C2 1.080
12 H 2.020 0.869 0.082  C2 1.150

Values from the calculation:
Frontier orbital gap (alpha / beta) in eV: 9.15 / 9.06
LUMO level (alpha / beta) in eV: -1.2 / -0.9

The structure with the greatest stability is arrangement 1.